Record 1
Entry from the OMol25 dataset: an isolated ion of composition C5H11N2 and charge +1 at a distorted geometry (ωB97M-V with the def2-TZVPD basis set).

Its LUMO energy is -3.508 eV. The calculation puts the HOMO energy at -14.650 eV. The value obtained for the HOMO-LUMO gap is 11.14 eV. Its spin multiplicity is 1. As for the total charge: +1.

Structure (XYZ):
```
18
Properties=species:S:1:pos:R:3:forces:R:3:nbo_charge:R:1
H 1.8048 -1.4899 -0.9506 0.3480 0.0058 -0.2153 0.219
H -0.0205 0.1695 -1.4618 -0.4469 0.6993 2.2116 0.228
H 1.1651 -1.7575 0.5822 -0.8743 -1.8751 1.2852 0.200
N -2.5015 0.0130 0.2043 -1.1119 0.6441 1.8355 -0.345
H -2.7370 -1.6567 -1.1069 -0.8905 -1.1533 -1.3447 0.240
C 1.3226 0.2373 0.2249 1.4793 2.0089 2.0097 -0.438
C 1.8605 -1.1756 0.0878 1.2001 1.0665 -0.5761 -0.597
H 2.0509 0.9351 -0.2136 -0.4577 -0.0072 -0.5188 0.234
H -0.6467 -1.1159 1.1672 -0.5674 -0.7684 1.8511 0.225
C -2.2957 -1.0211 -0.4236 2.0810 -0.0167 1.0578 0.155
H 1.4124 0.6131 1.3217 -0.5688 -0.9278 -1.2707 0.208
H 2.9048 -1.3065 0.4930 -1.2945 0.2009 -0.4392 0.253
N -0.6776 1.7186 -0.0737 1.9572 2.4797 -3.4065 -0.685
H -1.6704 1.6801 0.0337 -1.5301 -0.2436 -0.6190 0.463
H -0.3666 2.5144 -0.8209 -0.8338 -2.2211 2.6432 0.469
C -0.0813 0.4077 -0.3029 -0.5307 -3.8155 -2.8862 -0.086
H -0.3820 1.8506 0.8441 1.0067 1.7220 2.1692 0.433
C -1.1418 -0.6164 0.3950 1.0341 2.2013 -3.7867 -0.175
```
Positions in Å, forces in eV/Å.

Record 2
Entry from the OMol25 dataset: a 2-piece molecular cluster, C5H11N2O overall at a distorted geometry (ωB97M-V with the def2-TZVPD basis set).

Its LUMO energy (alpha / beta) is -4.951 / -4.951 eV. The calculation puts the HOMO energy (alpha / beta) at -14.162 / -14.161 eV. The value obtained for the HOMO-LUMO gap (alpha / beta) is 9.21 / 9.21 eV. Its spin multiplicity is 1. As for the total charge: +1.

Structure (XYZ):
```
19
Properties=species:S:1:pos:R:3:forces:R:3:nbo_charge:R:1
H -2.0910 1.8817 -0.0322 0.6829 0.2884 0.2076 0.268
C -1.0398 2.0934 0.2754 -0.6597 -0.4477 0.4335 -0.714
C -0.0118 -0.3144 0.3113 -0.6172 -1.3777 -1.0639 0.376
H 1.3533 -0.3674 2.3717 0.0991 1.0438 1.2750 0.415
H 2.0785 -1.8059 1.8247 -0.5814 2.0993 -0.3336 0.405
H 0.2990 -0.9126 -2.9778 1.0965 -0.4228 -0.4728 0.247
N 1.8467 -0.7802 1.6291 1.1468 -2.6481 -2.4632 -1.002
H -0.4294 2.2174 -0.6045 0.1300 0.0847 -0.3913 0.236
C -0.0634 -0.2056 -2.2754 -3.9709 -0.6294 -0.6199 -0.422
N 0.0852 -0.6633 -0.9371 -0.4880 0.0561 2.1227 -0.291
O -0.3151 0.9878 2.2967 -0.5508 -0.1927 -1.9763 -0.452
H 0.2402 0.8055 -2.4342 0.3344 0.4641 -0.0360 0.241
H 0.1352 -2.5072 0.0538 1.4487 -1.7932 0.5887 0.212
C -0.5060 0.9585 1.0940 1.5367 -0.4059 1.6454 0.539
H 2.6709 -0.3460 1.1574 -1.1566 -0.0650 1.2836 0.411
H -1.2359 -0.3320 -2.4855 2.2336 0.7882 0.3891 0.228
C -0.5031 -1.7167 -0.0793 -0.0178 2.7521 -0.1231 -0.199
H -0.9620 2.9760 0.9138 -0.3272 -0.0441 -0.2182 0.278
H -1.5514 -1.9690 -0.1019 -0.3392 0.4500 -0.2472 0.224
```
Positions in Å, forces in eV/Å.

Record 3
Entry from the OMol25 dataset: a 2-piece molecular cluster, C5H11N2O overall at a distorted geometry (ωB97M-V with the def2-TZVPD basis set).

Its LUMO energy is -2.905 eV. The calculation puts the HOMO energy at -13.900 eV. The value obtained for the HOMO-LUMO gap is 10.99 eV. Its spin multiplicity is 1. As for the total charge: +1.

Structure (XYZ):
```
19
Properties=species:S:1:pos:R:3:forces:R:3:nbo_charge:R:1
H -2.3095 -0.2696 -1.8282 0.0952 0.3673 -0.4612 0.258
C 0.1085 -1.9395 -1.1036 -0.2015 -0.2309 0.1568 -0.451
H 1.6889 -0.5074 -1.4083 0.2941 0.0677 -0.4243 0.207
H 0.0987 -2.8052 -0.4440 -0.0155 0.1056 0.3583 0.241
H 0.4214 -0.4609 1.2969 0.5049 0.0576 0.3042 0.460
H 2.7505 2.3131 1.8173 0.5890 0.4401 -0.6928 0.477
N -1.7551 1.0993 -0.2538 -0.3236 -0.1664 -0.1747 -0.452
H -2.4905 1.7771 -0.3880 0.2054 0.2437 0.2412 0.456
O 2.1567 1.9061 2.4291 -0.8427 -0.5203 0.1308 -0.960
C -0.9089 1.0163 0.7653 -1.0568 0.5776 0.1783 0.260
C 1.5771 -1.5842 -1.5066 -1.1932 -0.1044 0.3460 -0.602
H -0.9278 1.7254 1.5719 0.4901 -0.0731 0.1978 0.263
C -0.6178 -0.7690 -0.5276 -0.2398 0.3377 -0.1838 0.174
N -0.2436 -0.1129 0.6361 0.2332 -0.1226 -0.4915 -0.455
H 2.2812 -2.0506 -0.8247 0.0986 -0.1314 -0.1247 0.226
H -0.5194 -2.2724 -1.9324 0.3355 0.1392 -0.2584 0.242
C -1.6064 0.0112 -1.0703 0.4643 -1.1624 0.4412 -0.071
H 1.7163 -1.9297 -2.5248 0.4436 0.1887 -0.0244 0.241
H 2.6069 1.9752 3.2676 0.1193 -0.0138 0.4811 0.484
```
Positions in Å, forces in eV/Å.

Record 4
Entry from the OMol25 dataset: a 2-piece molecular cluster, C5H11N2O overall at a distorted geometry (ωB97M-V with the def2-TZVPD basis set).

Its LUMO energy is -3.266 eV. The calculation puts the HOMO energy at -13.684 eV. The value obtained for the HOMO-LUMO gap is 10.42 eV. Its spin multiplicity is 1. As for the total charge: +1.

Structure (XYZ):
```
19
Properties=species:S:1:pos:R:3:forces:R:3:nbo_charge:R:1
C 0.6077 1.7614 -1.8098 1.0343 0.0777 -0.7852 -0.619
O -4.7360 0.5617 3.1966 0.0464 -0.0649 -0.1426 -0.941
H -5.6115 0.2156 2.9704 0.3996 -0.0457 0.1094 0.477
H 0.0946 1.1292 -2.5479 -0.4499 0.4630 0.4426 0.219
C 2.0948 -0.5907 0.0964 -0.4971 -0.9663 0.2948 -0.075
H -0.9948 -1.0618 -0.5885 -0.0048 0.5499 -0.0779 0.456
H 1.6562 1.6529 -2.1084 0.1649 -0.5357 0.3866 0.219
N 1.8634 -1.9737 0.1450 0.7835 1.0822 -0.3721 -0.453
H -4.1154 -0.1794 3.1855 -0.4463 0.0958 0.0371 0.464
N 0.0048 -1.0720 -0.4463 0.9068 -0.6639 1.5627 -0.469
H 1.1959 1.9944 0.2268 -0.4028 -0.0876 -0.2487 0.245
H 3.1152 -0.2498 0.1655 -0.2792 0.4005 0.3146 0.265
H 0.5531 2.8224 -2.0043 -1.0830 0.2947 -0.0168 0.247
C 0.6133 -2.2292 -0.1684 -0.2634 -0.4456 -0.6862 0.267
C 0.8909 -0.0197 -0.1390 -1.1521 0.5217 -1.0976 0.186
H -0.4882 1.6305 0.1613 -0.4006 -0.2115 -0.3296 0.247
H 2.6499 -2.5891 0.2786 -0.3810 -0.5979 0.0493 0.459
C 0.4474 1.4047 -0.3380 1.8691 -0.0518 0.4123 -0.451
H 0.1588 -3.2074 -0.2754 0.1555 0.1854 0.1472 0.256
```
Positions in Å, forces in eV/Å.

Record 5
Entry from the OMol25 dataset: an isolated ion of composition C5H11N2O and charge +1 at a distorted geometry (ωB97M-V with the def2-TZVPD basis set).

Its LUMO energy is -3.087 eV. The calculation puts the HOMO energy at -14.255 eV. The value obtained for the HOMO-LUMO gap is 11.17 eV. Its spin multiplicity is 1. As for the total charge: +1.

Structure (XYZ):
```
19
Properties=species:S:1:pos:R:3:forces:R:3:nbo_charge:R:1
C 0.5695 0.5464 -2.1713 -0.4660 -0.7085 0.2535 -0.282
H -0.1021 1.3579 -2.2594 -0.0951 1.1814 -0.3247 0.220
H -1.9497 -0.6369 -0.4331 -0.3190 0.1878 0.1027 0.254
H 1.6906 -1.6683 -1.7286 0.1666 -0.6714 0.2506 0.245
N 1.1972 1.2339 0.8979 3.1831 -0.9149 -2.8905 -0.695
H 1.0563 0.1299 -3.0392 -0.1593 -0.0365 -0.1726 0.233
C -1.9503 -0.4038 0.6325 -1.8368 -3.7929 0.8531 -0.473
H 0.4852 -2.0181 -0.4635 0.1256 -0.9670 0.3929 0.232
H 2.1740 1.2862 0.5387 -1.3667 0.3260 0.7139 0.444
O -0.9034 1.0824 2.1713 1.1681 -0.3348 -1.0041 -0.545
H 2.1376 -1.3492 -0.0163 -0.7020 -0.1103 -0.2869 0.235
H 0.8618 1.5974 1.7161 -0.0058 1.4376 2.7514 0.434
C 0.3368 0.4876 0.2736 -2.8574 1.7786 1.3044 0.510
C 1.3054 -1.3844 -0.7495 0.8424 0.0435 -1.1577 -0.635
H -1.9501 -1.4693 1.1943 0.7684 2.1748 -1.1048 0.227
H -1.7844 0.9601 2.5366 -0.3362 -0.1891 -0.2122 0.512
N -0.8345 0.4220 0.9088 -0.8087 0.2576 0.9672 -0.063
C 0.6303 -0.0873 -1.0161 1.3391 -0.4226 0.4095 -0.105
H -2.9702 -0.0864 1.0072 1.3597 0.7605 -0.8458 0.253
```
Positions in Å, forces in eV/Å.

Record 6
Entry from the OMol25 dataset: an isolated ion of composition C5H11N2O and charge +1 at a distorted geometry (ωB97M-V with the def2-TZVPD basis set).

Its LUMO energy is -3.211 eV. The calculation puts the HOMO energy at -14.664 eV. The value obtained for the HOMO-LUMO gap is 11.45 eV. Its spin multiplicity is 1. As for the total charge: +1.

Structure (XYZ):
```
19
Properties=species:S:1:pos:R:3:forces:R:3:nbo_charge:R:1
H 1.7702 0.0346 1.0752 0.4850 0.2591 -0.1038 0.253
H 0.8969 -1.8077 -0.2320 0.0417 0.1254 -0.0946 0.237
C -0.8336 0.1914 1.0379 -0.0786 0.0798 0.1949 0.652
C 0.5413 -0.6068 -1.9772 0.1136 0.3944 0.1015 -0.216
H -0.0167 1.3529 2.5525 -0.2100 -0.2481 -0.0270 0.415
H -1.2323 0.1734 3.0045 0.1049 0.1718 0.0815 0.433
H 2.1607 0.9749 -0.4685 0.3767 -0.0421 0.4249 0.231
H 0.0232 -1.4349 -2.4337 -0.2227 -0.0849 -0.2270 0.246
O -1.6426 -0.6494 0.6918 -0.1216 -0.0950 0.0417 -0.610
H 0.0480 1.8849 0.0064 -0.1009 0.2710 0.0630 0.243
N -0.6581 0.6127 2.2990 0.0184 -0.0830 -0.1042 -0.790
H 2.3694 -1.4143 -1.1170 -0.1938 0.1130 -0.0135 0.261
C 1.5241 0.2529 0.0394 -1.1852 -0.2154 -0.4765 -0.401
C 0.0736 0.8047 -0.0166 0.2891 -0.3407 0.0540 -0.149
N -0.4687 0.3371 -1.3380 0.3298 0.5344 -0.7175 -0.511
H -0.6257 1.1662 -1.9119 -0.1007 -0.3004 -0.1971 0.439
C 1.3981 -1.0190 -0.8044 0.5310 -0.3192 0.2909 -0.434
H 1.0757 -0.0245 -2.7310 0.0388 -0.2017 0.1006 0.225
H -1.3613 -0.1539 -1.2205 -0.1156 -0.0185 0.6083 0.474
```
Positions in Å, forces in eV/Å.

The energy above the lowest of the compared OMol25 structures with the same formula, charge and spin results, record by record, are as follows: 325.0; 428.7; 38.8; 91.1; 366.6; 0.0 kJ/mol.
The calculated total energy results, record by record, are as follows: -306.25970; -381.50069; -381.64919; -381.62927; -381.52432; -381.66396 hartree.